Entry 1:
Density functional theory data (ωB97M-V/def2-TZVPD) for a structure of composition C40H45AuBrNO3Si2.

Element x y z (Å)
Au: -0.225 -0.127 -0.229
C: -2.851 0.625 1.559
Si: -1.432 0.356 2.748
C: -1.237 2.006 3.641
C: -1.989 -0.905 4.064
N: -0.010 -0.183 1.913
C: 1.133 -0.492 2.571
C: 1.284 -0.325 3.974
C: 2.471 -0.546 4.649
C: 3.604 -0.988 3.981
C: 3.488 -1.242 2.618
C: 2.305 -1.021 1.945
O: 2.201 -1.419 0.619
C: 3.160 -1.086 -0.284
C: 3.413 -1.996 -1.302
C: 4.301 -1.666 -2.314
C: 4.949 -0.439 -2.312
C: 4.689 0.464 -1.287
C: 3.797 0.151 -0.275
H: -3.640 1.175 2.084
H: -3.282 -0.300 1.170
H: -2.524 1.233 0.710
H: -2.029 2.101 4.393
H: -1.355 2.825 2.928
H: -0.273 2.142 4.136
H: -3.078 -1.015 4.036
H: -1.716 -0.585 5.073
H: -1.544 -1.887 3.898
H: 0.440 0.039 4.543
H: 2.506 -0.354 5.717
H: 4.540 -1.155 4.498
H: 4.329 -1.634 2.057
H: 2.877 -2.936 -1.301
H: 4.476 -2.372 -3.117
H: 5.634 -0.179 -3.109
H: 5.165 1.437 -1.287
H: 3.571 0.862 0.507
C: 0.395 2.184 -3.180
C: -0.615 1.013 -3.144
C: -1.944 1.611 -2.665
C: -0.058 -0.005 -2.164
C: -0.743 0.371 -4.529
C: -1.909 -0.279 -4.946
C: -1.988 -0.934 -6.165
C: -0.896 -0.962 -7.023
C: 0.268 -0.314 -6.637
C: 0.337 0.343 -5.415
H: 0.350 2.682 -2.212
H: 0.148 2.902 -3.975
H: 1.417 1.828 -3.321
H: -1.797 2.020 -1.664
H: -2.747 0.873 -2.620
H: -2.258 2.426 -3.325
H: 0.522 -0.798 -2.639
H: -2.780 -0.269 -4.307
H: -2.912 -1.428 -6.444
H: -0.953 -1.477 -7.975
H: 1.135 -0.319 -7.289
H: 1.260 0.835 -5.139
C: -0.358 -3.348 -1.848
Si: -1.184 -2.305 -0.495
C: -0.946 -3.323 1.075
C: -3.038 -2.436 -0.899
C: -3.503 -1.915 -2.108
C: -4.843 -1.955 -2.457
C: -5.772 -2.511 -1.584
C: -5.338 -3.032 -0.374
C: -3.987 -2.997 -0.042
H: -0.726 -4.379 -1.811
H: 0.726 -3.366 -1.706
H: -0.552 -2.930 -2.837
H: -1.124 -4.383 0.858
H: -1.618 -3.014 1.876
H: 0.074 -3.204 1.450
H: -2.782 -1.455 -2.774
H: -5.168 -1.535 -3.403
H: -6.825 -2.527 -1.841
H: -6.052 -3.464 0.319
H: -3.673 -3.415 0.909
Br: -0.676 6.145 3.148
C: 0.680 4.837 2.821
C: 1.676 4.765 3.788
C: 2.673 3.810 3.680
C: 2.658 2.923 2.611
C: 1.648 3.009 1.668
C: 0.636 3.969 1.738
C: -0.422 3.968 0.603
O: -0.970 5.053 0.360
O: -0.560 2.862 0.027
H: 1.650 5.447 4.628
H: 3.443 3.745 4.440
H: 3.406 2.142 2.542
H: 1.575 2.301 0.850

Forces on the atoms, in the same order (eV/Å):
Au -0.08 -0.58 -0.04
C 0.00 -0.11 -0.05
Si 0.10 0.20 -0.03
C -0.06 -0.03 0.00
C -0.04 0.03 0.01
N -0.07 0.01 0.10
C 0.09 0.03 -0.03
C 0.07 0.06 0.05
C -0.04 0.03 0.00
C 0.04 -0.04 -0.04
C 0.00 -0.03 0.08
C -0.23 0.19 0.07
O 0.04 -0.33 -0.08
C -0.08 0.21 -0.01
C -0.02 0.02 -0.01
C -0.01 -0.01 -0.01
C 0.01 0.01 0.00
C 0.00 -0.01 0.01
C 0.03 -0.03 0.01
H 0.01 -0.01 0.00
H 0.01 -0.04 -0.01
H 0.00 0.06 0.05
H 0.02 0.03 0.01
H -0.04 -0.05 0.03
H 0.01 -0.01 0.00
H 0.01 -0.01 0.00
H -0.01 -0.01 0.00
H 0.02 -0.04 -0.02
H 0.01 0.01 -0.01
H 0.01 -0.01 0.00
H 0.00 0.00 0.00
H 0.00 0.00 -0.01
H 0.04 0.00 0.01
H 0.01 0.00 0.00
H 0.00 0.00 0.00
H 0.00 0.00 0.00
H -0.03 0.01 0.00
C -0.03 0.03 0.00
C -0.22 -0.01 -0.02
C -0.05 -0.05 0.01
C 0.67 0.14 0.11
C 0.01 -0.02 0.02
C -0.02 0.09 -0.05
C 0.00 -0.01 0.00
C -0.01 -0.01 -0.02
C 0.01 0.02 0.03
C 0.02 -0.06 0.03
H 0.00 0.00 0.00
H -0.01 -0.02 0.01
H -0.01 0.00 0.00
H 0.01 0.04 -0.03
H 0.02 -0.03 0.06
H -0.01 -0.01 -0.01
H -0.16 -0.08 -0.08
H 0.01 0.06 -0.04
H 0.00 0.00 0.00
H 0.00 0.00 0.00
H -0.01 0.00 -0.01
H 0.00 0.00 0.00
C 0.04 -0.01 0.09
Si -0.03 0.24 -0.38
C 0.08 0.08 0.06
C -0.04 0.05 0.13
C 0.01 -0.01 -0.02
C 0.00 -0.01 -0.01
C 0.00 0.01 0.00
C 0.01 -0.01 -0.01
C 0.02 -0.03 0.01
H 0.01 0.01 0.00
H -0.03 0.02 -0.01
H -0.03 -0.02 -0.01
H 0.00 0.00 0.02
H -0.01 0.05 0.03
H 0.00 -0.01 -0.03
H 0.00 -0.04 0.05
H -0.01 0.00 0.00
H 0.00 0.00 0.00
H 0.00 0.00 0.00
H 0.00 0.02 0.00
Br 0.03 0.00 0.01
C -0.03 0.03 0.00
C -0.01 0.00 0.00
C 0.02 -0.02 0.01
C -0.04 -0.03 0.02
C -0.05 -0.07 -0.05
C 0.07 0.03 -0.05
C 0.09 -0.04 -0.16
O -0.02 0.02 0.02
O -0.11 0.17 0.27
H 0.01 0.00 0.00
H 0.00 0.00 0.00
H 0.00 -0.02 0.00
H 0.00 -0.03 -0.02

The total energy comes out at -139335.4985 eV. The net charge is -2. As for the largest force on an atom: 0.013 Eh/bohr. Its gap between HOMO and LUMO (alpha / beta) is 4.95 / 4.76 eV. For the energy above the lowest of the compared OMol25 structures with the same formula, charge and spin, the calculation gives 8.1 kcal/mol. For the LUMO energy (alpha / beta), the calculation gives 4.4 / 4.4 eV. For the HOMO energy (alpha / beta), the calculation gives -0.020 / -0.013 Ha.

From a Löwdin analysis of the wavefunction, the atomic charges in e read:
1. Au 0.92
2. C -0.18
3. Si 0.38
4. C -0.16
5. C -0.19
6. N -0.18
7. C -0.31
8. C -0.06
9. C -0.13
10. C -0.14
11. C -0.05
12. C -0.22
13. O -0.05
14. C -0.29
15. C -0.01
16. C -0.10
17. C -0.12
18. C -0.09
19. C 0.00
20. H 0.03
21. H 0.01
22. H 0.01
23. H 0.03
24. H 0.02
25. H 0.02
26. H 0.02
27. H 0.01
28. H 0.01
29. H 0.07
30. H 0.09
31. H 0.08
32. H 0.11
33. H 0.10
34. H 0.09
35. H 0.09
36. H 0.10
37. H 0.10
38. C -0.08
39. C -0.59
40. C -0.06
41. C -0.25
42. C -0.17
43. C -0.05
44. C -0.10
45. C -0.13
46. C -0.11
47. C -0.04
48. H 0.06
49. H 0.08
50. H 0.06
51. H 0.05
52. H 0.05
53. H 0.09
54. H 0.00
55. H 0.08
56. H 0.09
57. H 0.08
58. H 0.09
59. H 0.10
60. C -0.22
61. Si 0.53
62. C -0.22
63. C -0.28
64. C -0.11
65. C -0.10
66. C -0.12
67. C -0.11
68. C -0.11
69. H 0.02
70. H 0.00
71. H 0.01
72. H 0.02
73. H 0.00
74. H 0.02
75. H 0.06
76. H 0.09
77. H 0.09
78. H 0.09
79. H 0.09
80. Br 0.71
81. C -0.61
82. C -0.17
83. C -0.11
84. C -0.09
85. C -0.03
86. C -0.17
87. C -0.68
88. O -0.08
89. O -0.10
90. H 0.08
91. H 0.09
92. H 0.09
93. H 0.09

=====

Entry 2:
Density functional theory data (ωB97M-V/def2-TZVPD) for a structure of composition C40H45AuN4Si.

Element x y z (Å)
Au: -0.121 1.004 0.792
C: 6.802 1.818 1.175
C: 6.185 0.415 1.292
C: 6.608 -0.204 2.624
C: 6.689 -0.474 0.144
C: 4.676 0.546 1.173
C: 4.104 1.097 0.027
C: 2.742 1.235 -0.063
N: 1.912 0.856 0.924
C: 2.428 0.257 2.019
C: 3.796 0.110 2.159
C: 1.466 -0.302 3.005
C: 1.852 -0.763 4.247
C: 0.923 -1.346 5.115
C: -0.389 -1.418 4.663
C: -0.710 -0.918 3.413
N: 0.188 -0.375 2.598
C: 1.374 -1.868 6.470
C: 2.465 -2.928 6.251
C: 1.944 -0.696 7.284
C: 0.220 -2.498 7.249
H: 7.886 1.746 1.265
H: 6.439 2.475 1.968
H: 6.580 2.284 0.214
H: 7.695 -0.255 2.664
H: 6.231 -1.222 2.739
H: 6.280 0.397 3.475
H: 7.771 -0.579 0.217
H: 6.463 -0.045 -0.833
H: 6.248 -1.471 0.193
H: 4.712 1.431 -0.802
H: 2.294 1.680 -0.936
H: 4.184 -0.380 3.037
H: 2.881 -0.674 4.562
H: -1.172 -1.853 5.265
H: -1.728 -0.964 3.043
H: 3.357 -2.507 5.784
H: 2.102 -3.746 5.627
H: 2.763 -3.344 7.213
H: 2.800 -0.232 6.791
H: 2.281 -1.059 8.255
H: 1.187 0.072 7.454
H: -0.207 -3.353 6.722
H: -0.574 -1.778 7.456
H: 0.590 -2.858 8.208
C: -5.392 1.657 2.000
N: -4.210 1.301 1.220
C: -4.206 0.811 -0.064
C: -2.906 0.691 -0.435
N: -2.124 1.109 0.619
C: -2.944 1.472 1.599
H: -6.216 1.013 1.704
H: -5.655 2.697 1.822
H: -5.187 1.508 3.056
H: -5.117 0.596 -0.594
H: -2.484 0.356 -1.367
H: -2.644 1.893 2.546
C: 3.711 5.280 0.840
C: 2.921 4.668 1.810
C: 1.762 4.011 1.441
C: 1.373 3.948 0.097
C: 2.179 4.557 -0.867
C: 3.340 5.227 -0.494
Si: -0.210 3.165 -0.457
C: -1.698 4.059 0.181
C: -1.628 4.771 1.383
C: -2.747 5.419 1.889
C: -3.941 5.391 1.183
C: -4.020 4.707 -0.026
C: -2.911 4.036 -0.517
C: -0.316 2.671 -2.232
C: 0.074 1.418 -2.716
C: 0.037 1.139 -4.074
C: -0.388 2.110 -4.970
C: -0.781 3.358 -4.509
C: -0.744 3.639 -3.150
H: 4.616 5.797 1.131
H: 3.212 4.707 2.852
H: 1.165 3.519 2.211
H: 1.917 4.507 -1.917
H: 3.952 5.704 -1.249
H: -0.692 4.842 1.921
H: -2.680 5.969 2.818
H: -4.805 5.921 1.561
H: -4.941 4.716 -0.595
H: -2.987 3.500 -1.457
H: 0.397 0.638 -2.033
H: 0.342 0.165 -4.433
H: -0.416 1.892 -6.029
H: -1.117 4.115 -5.206
H: -1.058 4.619 -2.807

Forces on the atoms, in the same order (eV/Å):
Au -0.02 0.55 -0.02
C -0.01 0.00 0.01
C 0.00 0.01 0.00
C -0.01 0.00 -0.01
C 0.01 0.01 0.01
C 0.06 -0.04 0.02
C -0.06 0.04 -0.03
C 0.09 0.04 0.12
N 0.16 -0.21 -0.11
C -0.03 0.00 -0.11
C 0.02 0.01 0.01
C 0.02 -0.03 0.06
C 0.03 -0.02 0.08
C 0.00 0.02 -0.02
C -0.02 0.02 -0.04
C -0.02 0.00 0.01
N 0.02 -0.11 0.01
C -0.01 0.00 0.02
C -0.01 0.00 0.01
C 0.00 -0.01 0.00
C 0.01 0.01 -0.01
H 0.00 0.00 0.00
H 0.00 0.00 -0.01
H 0.00 0.00 0.00
H 0.00 0.00 0.00
H 0.00 0.00 0.01
H 0.00 0.00 0.00
H 0.00 0.00 0.00
H 0.00 -0.01 0.00
H 0.00 0.00 0.00
H 0.00 -0.01 0.00
H -0.04 0.00 -0.04
H -0.02 0.01 0.01
H 0.00 0.01 -0.01
H 0.02 -0.02 0.01
H 0.00 -0.01 -0.01
H 0.00 0.00 -0.01
H 0.00 0.00 0.01
H 0.01 0.00 0.00
H 0.00 0.00 0.00
H 0.00 0.00 0.00
H 0.00 0.00 0.00
H 0.00 0.00 0.00
H 0.00 0.00 0.00
H 0.00 0.00 0.00
C -0.04 0.03 0.03
N 0.02 0.01 -0.07
C -0.02 0.03 0.02
C 0.02 0.01 0.01
N -0.27 -0.25 0.16
C 0.07 0.09 -0.05
H 0.01 -0.01 0.00
H 0.01 0.01 -0.03
H 0.01 0.00 0.00
H 0.00 -0.01 0.00
H 0.02 -0.03 -0.01
H -0.04 -0.06 -0.02
C -0.02 -0.02 0.04
C 0.04 -0.01 0.00
C -0.07 -0.09 0.01
C -0.01 0.05 -0.02
C 0.13 0.05 0.05
C -0.03 -0.06 -0.02
Si -0.03 -0.34 0.16
C -0.03 0.07 -0.02
C -0.08 0.04 0.01
C 0.06 -0.01 0.00
C -0.02 -0.02 -0.02
C -0.05 0.02 0.01
C 0.04 -0.04 -0.02
C 0.04 0.09 -0.04
C -0.04 0.00 -0.05
C 0.01 -0.02 0.04
C 0.01 -0.02 -0.02
C 0.00 0.04 0.05
C -0.01 -0.02 -0.05
H 0.00 0.01 -0.01
H 0.02 0.02 0.00
H 0.09 0.11 -0.11
H -0.05 0.01 -0.01
H 0.01 0.00 0.01
H -0.01 0.01 0.01
H 0.00 0.01 0.00
H 0.00 0.00 0.00
H 0.00 -0.02 0.02
H 0.00 0.04 0.03
H 0.02 0.01 0.02
H -0.01 0.01 -0.01
H 0.00 0.00 0.00
H 0.01 0.00 0.00
H 0.02 0.00 -0.01

The total energy comes out at -59730.5033 eV. The net charge is +2. As for the largest force on an atom: 0.011 Eh/bohr. Its gap between HOMO and LUMO is 8.43 eV. For the energy above the lowest of the compared OMol25 structures with the same formula, charge and spin, the calculation gives 0.0 kcal/mol. For the LUMO energy, the calculation gives -5.7 eV. For the HOMO energy, the calculation gives -0.519 Ha.

From a Löwdin analysis of the wavefunction, the atomic charges in e read:
1. Au 1.11
2. C -0.03
3. C -0.55
4. C -0.05
5. C -0.03
6. C -0.11
7. C 0.04
8. C -0.09
9. N -0.06
10. C -0.17
11. C 0.08
12. C -0.20
13. C 0.06
14. C -0.12
15. C 0.03
16. C -0.10
17. N -0.01
18. C -0.56
19. C -0.03
20. C -0.03
21. C -0.05
22. H 0.10
23. H 0.09
24. H 0.08
25. H 0.10
26. H 0.09
27. H 0.09
28. H 0.10
29. H 0.08
30. H 0.10
31. H 0.13
32. H 0.10
33. H 0.11
34. H 0.11
35. H 0.12
36. H 0.11
37. H 0.08
38. H 0.10
39. H 0.10
40. H 0.08
41. H 0.10
42. H 0.10
43. H 0.09
44. H 0.09
45. H 0.10
46. C 0.03
47. N -0.09
48. C -0.02
49. C -0.09
50. N -0.15
51. C -0.15
52. H 0.11
53. H 0.09
54. H 0.10
55. H 0.14
56. H 0.12
57. H 0.15
58. C -0.05
59. C -0.06
60. C -0.14
61. C -0.32
62. C -0.08
63. C -0.05
64. Si 0.73
65. C -0.29
66. C -0.09
67. C -0.06
68. C -0.06
69. C -0.07
70. C -0.11
71. C -0.31
72. C -0.13
73. C -0.06
74. C -0.05
75. C -0.05
76. C -0.10
77. H 0.12
78. H 0.11
79. H 0.10
80. H 0.11
81. H 0.12
82. H 0.09
83. H 0.11
84. H 0.12
85. H 0.12
86. H 0.10
87. H 0.07
88. H 0.11
89. H 0.12
90. H 0.12
91. H 0.11